1.
{"formula": "C41H62ClCoN2O3SSe", "method": "the ωB97M-V functional and the def2-TZVPD basis", "elements": ["Co", "C", "C", "C", "C", "C", "C", "C", "Se", "C", "C", "C", "C", "C", "C", "O", "C", "C", "C", "C", "C", "C", "C", "C", "C", "O", "C", "C", "C", "C", "C", "C", "H", "H", "H", "H", "H", "H", "H", "H", "H", "H", "H", "H", "H", "H", "H", "H", "H", "H", "H", "H", "H", "H", "H", "H", "H", "H", "H", "H", "H", "H", "H", "H", "H", "H", "H", "H", "H", "H", "H", "H", "Cl", "C", "C", "C", "C", "C", "C", "C", "H", "H", "H", "H", "H", "H", "C", "N", "C", "C", "S", "N", "C", "C", "H", "H", "H", "H", "H", "H", "H", "H", "H", "H", "H", "H", "C", "O", "H", "H", "H", "H"], "positions_angstrom": [[-0.43, 0.15, -1.50], [5.90, -1.30, 2.33], [4.71, -0.87, 3.20], [4.94, 0.57, 3.69], [4.65, -1.78, 4.42], [3.42, -0.93, 2.36], [3.27, -0.12, 1.25], [2.12, -0.17, 0.48], [1.96, 1.07, -0.97], [1.23, 2.55, 0.03], [2.12, 3.48, 0.56], [1.65, 4.55, 1.31], [0.28, 4.60, 1.52], [-0.64, 3.69, 1.02], [-0.17, 2.63, 0.19], [-0.96, 1.77, -0.40], [-2.12, 3.91, 1.44], [-3.12, 2.86, 0.93], [-2.59, 5.27, 0.90], [-2.21, 3.89, 2.97], [2.57, 5.63, 1.89], [2.45, 5.64, 3.42], [2.15, 7.00, 1.34], [4.03, 5.40, 1.52], [1.05, -1.05, 0.74], [-0.01, -1.11, -0.03], [1.17, -1.84, 1.93], [2.35, -1.76, 2.67], [0.02, -2.75, 2.39], [0.29, -3.39, 3.75], [-1.27, -1.91, 2.51], [-0.19, -3.87, 1.37], [6.83, -1.23, 2.90], [5.77, -2.34, 2.00], [5.99, -0.68, 1.44], [5.86, 0.63, 4.28], [5.02, 1.27, 2.85], [4.10, 0.90, 4.31], [5.58, -1.69, 4.99], [3.82, -1.50, 5.08], [4.52, -2.83, 4.14], [4.05, 0.58, 0.96], [3.17, 3.34, 0.37], [-0.11, 5.42, 2.13], [-3.27, 2.95, -0.15], [-2.78, 1.84, 1.15], [-4.08, 3.03, 1.42], [-2.48, 5.31, -0.18], [-3.65, 5.43, 1.15], [-2.02, 6.10, 1.33], [-1.93, 2.91, 3.35], [-1.55, 4.63, 3.43], [-3.23, 4.11, 3.29], [1.44, 5.88, 3.74], [2.70, 4.65, 3.82], [3.14, 6.37, 3.86], [1.12, 7.25, 1.62], [2.81, 7.79, 1.73], [2.21, 7.01, 0.25], [4.40, 4.45, 1.93], [4.17, 5.39, 0.44], [4.64, 6.20, 1.94], [2.42, -2.38, 3.55], [0.46, -2.64, 4.53], [-0.59, -3.98, 4.04], [1.14, -4.07, 3.72], [-1.13, -1.12, 3.25], [-1.51, -1.46, 1.56], [-2.10, -2.55, 2.83], [0.71, -4.50, 1.30], [-1.03, -4.51, 1.67], [-0.40, -3.46, 0.39], [0.45, -2.52, -4.94], [-1.03, -1.58, -5.06], [-2.07, -2.14, -5.79], [-3.23, -1.42, -6.01], [-3.31, -0.13, -5.51], [-2.27, 0.41, -4.77], [-1.09, -0.31, -4.47], [-0.06, 0.24, -3.59], [-1.95, -3.14, -6.20], [-4.04, -1.86, -6.58], [-4.19, 0.47, -5.70], [-2.36, 1.41, -4.38], [0.00, 1.33, -3.65], [0.91, -0.21, -3.72], [0.10, -5.38, -2.75], [-1.23, -5.23, -3.30], [-1.44, -5.92, -4.57], [-2.02, -4.18, -2.93], [-1.45, -2.88, -2.07], [-3.34, -4.29, -3.38], [-4.17, -3.10, -3.29], [-4.05, -5.51, -3.02], [0.33, -6.45, -2.70], [0.14, -4.95, -1.76], [0.85, -4.88, -3.38], [-0.58, -5.73, -5.23], [-2.34, -5.56, -5.05], [-1.52, -7.00, -4.42], [-3.71, -2.28, -3.84], [-4.32, -2.78, -2.25], [-5.14, -3.33, -3.74], [-3.38, -6.35, -2.98], [-4.83, -5.71, -3.76], [-4.53, -5.40, -2.04], [-3.95, 0.11, -1.51], [-2.74, 0.75, -1.85], [-4.71, 0.84, -1.20], [-3.82, -0.62, -0.70], [-4.31, -0.41, -2.39], [-2.46, 1.36, -1.14]], "mulliken_spin": [2.746, 0.000, -0.001, 0.001, 0.000, 0.011, -0.014, -0.015, 0.082, -0.004, -0.011, 0.010, -0.001, 0.004, 0.019, 0.023, -0.001, 0.001, 0.001, 0.000, 0.000, 0.000, 0.000, 0.000, 0.037, 0.027, -0.002, -0.002, 0.011, 0.000, 0.003, -0.006, 0.000, 0.000, 0.000, 0.000, 0.000, 0.000, 0.000, 0.000, 0.000, -0.007, -0.004, 0.000, 0.000, -0.002, 0.000, 0.000, 0.000, 0.000, 0.000, 0.000, 0.000, 0.000, 0.000, 0.000, 0.000, 0.000, 0.000, 0.000, 0.000, 0.000, -0.001, 0.000, 0.000, 0.000, 0.000, -0.002, 0.000, 0.000, 0.000, 0.004, 0.002, 0.015, -0.011, 0.022, -0.009, 0.017, 0.014, 0.013, 0.000, 0.002, 0.000, -0.001, 0.002, -0.007, 0.000, 0.000, 0.000, 0.002, 0.014, 0.001, -0.001, 0.000, 0.000, 0.000, 0.000, 0.000, 0.000, 0.000, 0.000, 0.000, 0.000, 0.000, 0.000, 0.000, 0.005, 0.028, 0.000, -0.001, -0.001, -0.014], "spin_multiplicity": 4, "charge": -1, "energy_ha": -6577.40446, "s_squared": 3.76, "de_lowest_kcal_mol": 1.2, "lumo_ev": [2.5, 2.5]}


2.
{"formula": "C41H62ClFGeMoN4O4P3S", "method": "the ωB97M-V functional and the def2-TZVPD basis", "elements": ["Mo", "C", "C", "C", "P", "C", "N", "Ge", "N", "C", "P", "C", "C", "C", "C", "C", "C", "C", "C", "C", "C", "C", "C", "N", "C", "C", "C", "C", "C", "C", "C", "C", "C", "C", "C", "C", "N", "C", "P", "C", "C", "C", "C", "C", "C", "C", "C", "C", "H", "H", "H", "H", "H", "H", "H", "H", "H", "H", "H", "H", "H", "H", "H", "H", "H", "H", "H", "H", "H", "H", "H", "H", "H", "H", "H", "H", "H", "H", "H", "H", "H", "H", "H", "H", "H", "H", "H", "H", "H", "H", "H", "H", "H", "H", "H", "H", "H", "H", "H", "H", "H", "H", "H", "H", "H", "H", "H", "H", "O", "O", "S", "F", "Cl", "C", "C", "O", "O", "H", "H"], "positions_angstrom": [[0.35, -0.73, -2.01], [-2.56, -4.87, -1.92], [-1.41, -3.93, -2.29], [-0.18, -4.71, -2.74], [-1.03, -2.66, -1.01], [-2.62, -1.76, -0.85], [-2.46, -0.60, 0.01], [-0.74, 0.26, 0.22], [-0.58, 2.18, 0.09], [0.43, 2.72, -0.78], [0.73, 1.74, -2.29], [2.50, 2.12, -2.63], [2.89, 3.60, -2.59], [3.00, 1.45, -3.91], [-0.43, 2.39, -3.55], [-1.84, 2.49, -2.95], [-0.02, 3.73, -4.16], [-0.80, 2.93, 1.23], [-0.21, 4.17, 1.50], [-0.45, 4.82, 2.70], [-1.26, 4.26, 3.68], [-1.86, 3.03, 3.42], [-1.65, 2.40, 2.22], [-2.24, 1.15, 1.87], [-3.47, 1.20, 1.15], [-4.47, 2.13, 1.35], [-5.65, 2.04, 0.62], [-5.80, 1.01, -0.30], [-4.78, 0.09, -0.53], [-3.59, 0.19, 0.18], [-2.14, 0.10, 2.86], [-3.16, -0.21, 3.73], [-2.98, -1.21, 4.68], [-1.78, -1.88, 4.73], [-0.76, -1.60, 3.83], [-0.93, -0.61, 2.87], [-0.01, -0.26, 1.89], [1.37, -0.68, 1.97], [2.49, 0.78, 1.66], [2.75, 1.42, 3.39], [1.40, 1.86, 3.98], [3.48, 0.51, 4.37], [4.07, -0.05, 1.19], [4.49, -1.35, 1.88], [5.21, 0.97, 1.20], [-0.71, -3.37, 0.66], [0.33, -4.50, 0.62], [-1.98, -3.78, 1.41], [-2.84, -5.46, -2.79], [-3.45, -4.34, -1.58], [-2.26, -5.56, -1.13], [-1.73, -3.29, -3.12], [0.17, -5.40, -1.97], [0.64, -4.05, -3.01], [-0.45, -5.31, -3.61], [-3.38, -2.42, -0.42], [-2.92, -1.51, -1.87], [1.39, 2.81, -0.26], [0.14, 3.73, -1.12], [2.97, 1.63, -1.77], [2.56, 4.13, -3.49], [3.98, 3.68, -2.54], [2.48, 4.12, -1.72], [2.49, 1.81, -4.79], [2.86, 0.37, -3.88], [4.07, 1.65, -4.02], [-0.43, 1.62, -4.33], [-1.90, 3.28, -2.20], [-2.16, 1.56, -2.49], [-2.54, 2.73, -3.74], [0.10, 4.51, -3.40], [-0.79, 4.06, -4.85], [0.91, 3.65, -4.73], [0.46, 4.63, 0.78], [0.02, 5.78, 2.88], [-1.42, 4.77, 4.62], [-2.48, 2.55, 4.17], [-4.33, 2.92, 2.09], [-6.44, 2.76, 0.77], [-6.72, 0.93, -0.86], [-4.92, -0.68, -1.27], [-4.10, 0.34, 3.67], [-3.78, -1.45, 5.38], [-1.62, -2.66, 5.47], [0.16, -2.18, 3.86], [1.64, -1.48, 1.27], [1.57, -1.07, 2.97], [3.35, 2.32, 3.24], [0.76, 1.01, 4.19], [0.86, 2.53, 3.30], [1.56, 2.39, 4.92], [3.01, -0.48, 4.43], [3.45, 0.94, 5.37], [4.53, 0.37, 4.10], [3.87, -0.29, 0.14], [4.95, -1.17, 2.85], [5.23, -1.87, 1.26], [3.66, -2.04, 2.02], [5.47, 1.27, 2.22], [4.95, 1.88, 0.65], [6.11, 0.55, 0.74], [-0.28, -2.53, 1.19], [-0.11, -5.42, 0.24], [0.67, -4.70, 1.63], [1.19, -4.25, 0.00], [-2.55, -4.54, 0.88], [-2.62, -2.92, 1.61], [-1.69, -4.20, 2.38], [2.28, -0.92, -1.60], [2.76, -3.39, -1.64], [3.31, -2.06, -1.96], [-1.25, -0.46, -3.00], [2.86, -2.87, -5.91], [1.12, -2.45, -6.00], [0.80, -1.37, -4.98], [0.46, -0.26, -5.34], [0.91, -1.78, -3.75], [0.57, -3.36, -5.78], [0.91, -2.09, -7.00]], "mulliken_spin": [2.042, 0.008, 0.011, 0.037, 0.117, -0.019, -0.005, -0.187, -0.025, -0.010, 0.055, 0.003, 0.004, -0.008, 0.032, -0.002, 0.003, -0.002, -0.001, 0.000, 0.000, 0.000, -0.002, 0.000, 0.002, 0.000, 0.000, 0.000, -0.002, -0.003, -0.003, 0.001, -0.001, 0.001, -0.001, 0.005, -0.040, 0.016, 0.014, 0.002, 0.000, 0.000, -0.004, -0.020, -0.001, -0.013, 0.011, -0.003, 0.000, 0.000, 0.000, 0.005, 0.002, -0.002, -0.001, -0.002, -0.002, -0.007, -0.003, 0.008, 0.001, 0.001, -0.002, 0.003, 0.023, 0.000, 0.000, 0.001, 0.001, 0.001, -0.001, 0.000, 0.000, 0.000, 0.000, 0.000, 0.000, 0.000, 0.000, 0.000, 0.000, 0.000, 0.000, 0.000, 0.000, 0.007, 0.002, 0.000, 0.000, 0.001, 0.000, 0.000, 0.000, 0.000, 0.014, 0.002, 0.008, -0.008, 0.000, 0.000, 0.000, 0.011, 0.001, -0.001, -0.003, -0.001, 0.000, 0.001, 0.004, 0.287, 0.621, 0.046, 0.003, -0.003, 0.018, 0.003, -0.051, -0.001, 0.000], "spin_multiplicity": 4, "energy_ha": -6247.07805, "s_squared": 3.78, "de_lowest_kcal_mol": 0.0, "lumo_ev": [-1.0, -0.8]}